1.
A structure of composition C27H33FINO15S, computed with ωB97M-V/def2-TZVPD.

```
79
Properties=species:S:1:pos:R:3
C 7.845 -0.789 -1.334
C 7.467 -0.133 -2.660
O 7.987 -0.467 -3.666
O 6.491 0.843 -2.718
C 5.393 0.454 -3.583
C 4.073 0.619 -2.758
C 2.937 1.373 -3.506
C 1.807 1.725 -2.480
C 0.485 0.929 -2.651
C 0.703 -0.515 -3.188
C -0.499 -1.494 -3.041
C 0.095 -2.961 -3.048
C 0.436 -3.496 -1.612
C 1.977 -3.462 -1.323
N 2.289 -3.209 0.096
O -0.278 1.599 -3.734
S -1.872 1.577 -3.354
O -2.442 0.719 -4.344
O -2.553 2.831 -3.360
O -1.843 0.934 -1.817
C -0.465 1.137 -1.443
F 0.015 0.199 -0.543
C -0.481 2.542 -0.750
C -0.328 2.450 0.797
O 0.508 3.000 1.373
I -1.760 1.292 1.967
H 7.646 -0.089 -0.500
H 7.333 -1.756 -1.184
H 8.929 -1.001 -1.302
H 5.482 -0.606 -3.862
H 5.336 1.135 -4.450
H 3.730 -0.343 -2.322
H 4.345 1.248 -1.884
H 3.375 2.343 -3.827
H 2.586 0.879 -4.427
H 2.209 1.576 -1.461
H 1.557 2.794 -2.616
H 0.876 -0.401 -4.278
H 1.640 -0.952 -2.796
H -1.206 -1.458 -3.885
H -1.052 -1.404 -2.093
H 1.005 -2.961 -3.684
H -0.615 -3.673 -3.515
H -0.153 -2.942 -0.855
H 0.105 -4.550 -1.572
H 2.501 -2.708 -1.942
H 2.383 -4.445 -1.639
H 2.470 -2.225 0.270
H 1.497 -3.504 0.660
H -1.489 2.981 -0.901
H 0.230 3.274 -1.162
C 0.077 -0.422 5.224
C 1.145 -0.860 5.901
C 1.007 -1.786 7.070
O 2.011 -2.170 7.640
C -0.337 -2.185 7.476
C -1.405 -1.745 6.801
C -1.265 -0.840 5.616
O -2.269 -0.483 5.025
O -2.651 -2.089 7.148
O 2.389 -0.495 5.571
H 0.163 0.245 4.378
H -0.425 -2.840 8.331
H -3.236 -1.643 6.505
H 2.974 -0.946 6.210
C -6.944 0.703 0.987
C -6.054 1.508 0.396
C -5.962 2.962 0.741
O -5.122 3.648 0.190
C -6.896 3.494 1.729
C -7.789 2.690 2.316
C -7.863 1.230 1.991
O -8.681 0.538 2.568
O -8.661 3.145 3.224
O -5.204 1.045 -0.530
H -7.018 -0.349 0.749
H -6.832 4.549 1.957
H -9.190 2.369 3.493
H -4.667 1.815 -0.803
```

Calculated values
strongest force on any atom = 3.6 eV/Å
gap between HOMO and LUMO = 0.28473 Eh
calculated total energy = -82386.7105 eV

Charges in e, computed with Mulliken, in the same order as the atoms: -1.00 0.68 -0.49 -0.35 -0.64 -0.23 -0.91 -1.21 1.57 -0.15 -0.58 -1.06 -0.63 -0.24 -0.68 -0.53 1.51 -0.66 -0.68 -0.16 0.15 -0.26 -0.60 0.00 -0.43 0.03 0.33 0.23 0.34 0.35 0.32 0.05 0.31 0.48 0.39 0.44 0.47 0.47 -0.44 0.39 0.16 0.41 0.47 0.40 0.37 -0.07 0.34 0.27 0.29 0.46 0.36 -0.96 0.42 0.88 -0.61 -0.94 0.36 1.12 -0.58 -0.58 -0.57 0.34 0.41 0.35 0.35 -0.86 0.30 1.03 -0.61 -1.00 0.35 0.99 -0.62 -0.57 -0.49 0.44 0.42 0.35 0.24

---

2.
The molecule C4H9FSi, computed with ωB97M-V/def2-TZVPD.

```
15
Properties=species:S:1:pos:R:3
C -2.181 -0.954 -0.123
C -0.884 -1.216 0.048
C 0.830 0.853 1.579
C 0.764 0.808 -1.518
F 2.102 -1.330 0.092
Si 0.783 -0.325 0.061
H -2.946 -1.753 -0.193
H -2.514 0.020 -0.522
H -0.588 -2.342 0.181
H 1.358 1.857 1.604
H -0.164 1.018 2.090
H 1.437 0.168 2.230
H 1.745 1.144 -2.130
H -0.024 0.349 -2.278
H 0.282 1.704 -1.122
```

Calculated values
strongest force on any atom = 11.9 eV/Å
multiplicity = 3
gap between HOMO and LUMO (alpha / beta) = 0.26143 / 0.28563 Eh
calculated total energy = -14885.4986 eV
expectation value of S² = 2.01

Charges in e, computed with Mulliken, in the same order as the atoms: -0.63 -0.32 -0.97 -0.93 -0.33 0.65 0.30 0.30 0.23 0.34 0.30 0.23 0.29 0.24 0.28

---

3.
A structure of composition C52H65Cl3N4O3SiTi, computed with ωB97M-V/def2-TZVPD.

```
129
Properties=species:S:1:pos:R:3
Ti -0.015 -0.677 -0.643
C 0.820 -2.234 0.428
Si 1.119 -2.588 2.277
C 0.111 -1.590 3.527
N -0.126 -0.165 3.328
C 1.115 0.628 3.392
C 0.933 1.943 4.137
C 0.477 1.697 5.577
C -0.646 0.641 5.638
C -1.164 0.345 4.235
C 2.963 -2.631 2.606
C 3.565 -2.098 3.749
C 4.925 -2.248 3.987
C 5.713 -2.958 3.094
C 5.133 -3.524 1.967
C 3.777 -3.358 1.729
C 0.481 -4.351 2.469
C 1.304 -5.429 2.795
C 0.793 -6.717 2.903
C -0.555 -6.954 2.688
C -1.399 -5.895 2.374
C -0.880 -4.614 2.269
H 0.105 -3.005 0.122
H 1.748 -2.506 -0.087
H 0.568 -1.813 4.511
H -0.861 -2.093 3.554
H 1.479 0.815 2.373
H 1.900 0.064 3.906
H 0.219 2.577 3.609
H 1.882 2.484 4.134
H 0.145 2.638 6.018
H 1.333 1.365 6.169
H -1.469 0.979 6.269
H -0.279 -0.285 6.086
H -1.593 1.257 3.806
H -1.970 -0.392 4.264
H 2.970 -1.571 4.483
H 5.366 -1.823 4.880
H 6.770 -3.088 3.286
H 5.736 -4.106 1.281
H 3.345 -3.824 0.848
H 2.359 -5.267 2.976
H 1.450 -7.537 3.165
H -0.953 -7.957 2.780
H -2.459 -6.069 2.235
H -1.564 -3.795 2.058
C 1.403 -2.771 -4.099
C 2.540 -2.574 -3.130
C 3.617 -3.451 -3.193
C 4.707 -3.307 -2.351
C 4.720 -2.290 -1.412
C 3.654 -1.406 -1.293
C 3.708 -0.318 -0.261
C 2.582 -1.556 -2.172
N 1.471 -0.618 -2.113
C 1.414 0.264 -3.050
C 2.535 0.531 -3.995
C 0.176 1.112 -3.209
C -0.009 1.791 -4.531
N -0.655 1.113 -2.239
C -1.679 2.126 -2.153
C -3.029 1.782 -1.946
C -3.551 0.377 -2.011
C -3.959 2.789 -1.738
C -3.585 4.121 -1.722
C -2.260 4.449 -1.920
C -1.286 3.478 -2.138
C 0.132 3.960 -2.291
H 0.913 -3.731 -3.918
H 1.775 -2.793 -5.125
H 0.650 -1.991 -4.033
H 3.602 -4.246 -3.928
H 5.545 -3.987 -2.428
H 5.564 -2.176 -0.744
H 4.230 -0.670 0.628
H 2.722 0.041 0.041
H 4.237 0.552 -0.652
H 3.464 0.092 -3.645
H 2.655 1.608 -4.104
H 2.314 0.127 -4.987
H 0.056 1.034 -5.317
H 0.763 2.529 -4.741
H -0.980 2.275 -4.582
H -3.888 0.147 -3.023
H -4.410 0.263 -1.351
H -2.808 -0.356 -1.728
H -4.997 2.517 -1.588
H -4.321 4.895 -1.551
H -1.954 5.488 -1.894
H 0.353 4.216 -3.328
H 0.872 3.245 -1.931
H 0.254 4.877 -1.716
Cl -5.184 2.964 2.561
C -3.708 2.300 1.974
C -3.611 0.930 1.767
C -2.422 0.448 1.273
Cl -2.201 -1.250 0.935
C -1.329 1.252 0.979
O -0.223 0.681 0.455
C -1.450 2.614 1.222
Cl -0.113 3.659 0.932
C -2.636 3.138 1.712
H -4.440 0.271 1.984
H -2.716 4.202 1.887
C -1.917 -4.392 -1.123
N -2.119 -3.756 -2.427
C -2.816 -4.553 -3.445
C -1.692 -2.542 -2.684
C -1.979 -1.938 -4.025
O -1.033 -1.882 -1.816
H -2.789 -5.000 -0.896
H -1.806 -3.640 -0.353
H -1.031 -5.027 -1.138
H -2.835 -5.585 -3.109
H -2.294 -4.513 -4.398
H -3.841 -4.206 -3.574
H -3.042 -1.993 -4.256
H -1.446 -2.483 -4.806
H -1.663 -0.900 -4.027
C 3.256 4.712 -0.382
C 3.152 3.257 -0.019
C 3.913 2.804 1.200
O 2.515 2.473 -0.695
H 3.156 5.346 0.498
H 2.517 4.982 -1.132
H 4.254 4.896 -0.792
H 4.003 3.596 1.941
H 4.926 2.530 0.892
H 3.442 1.927 1.641
```

Calculated values
strongest force on any atom = 1.5 eV/Å
gap between HOMO and LUMO = 0.21139 Eh
total charge = +2
calculated total energy = -135633.1174 eV

These are the Mulliken partial charges, in e, on atoms 1 to 99: -2.21 1.82 -0.04 -1.04 1.15 0.69 -0.91 -0.83 -0.84 -0.62 1.14 -0.75 -0.78 -0.79 -0.84 -0.16 0.44 -0.46 -0.80 -0.64 -0.94 -0.33 0.04 -0.63 0.37 0.70 -0.90 -0.04 0.21 0.49 0.41 0.36 0.47 0.28 0.11 0.63 0.41 0.47 0.42 0.53 0.47 0.35 0.45 0.41 0.52 0.28 -1.33 0.67 -0.87 -1.28 -0.59 1.64 -0.73 -1.22 1.74 1.45 -2.26 0.53 -2.55 1.68 -0.37 0.31 -1.29 -0.26 -1.32 -0.70 1.16 -1.27 0.50 0.56 -0.50 0.56 0.46 0.61 0.36 -0.71 0.80 0.47 0.52 0.41 0.54 0.56 0.43 0.53 0.58 -0.55 0.53 0.45 0.51 0.35 -0.11 0.71 -0.20 -0.14 -0.91 0.95 -0.04 -1.13 0.38

---

4.
A structure of composition C40H32CrFN2O3, computed with ωB97M-V/def2-TZVPD.

```
79
Properties=species:S:1:pos:R:3
O -4.019 -1.867 1.841
C -3.578 -0.967 1.247
Cr -2.815 0.638 0.563
C -1.962 0.710 2.213
O -1.485 0.742 3.276
C -4.274 1.438 1.523
O -5.118 1.790 2.244
C -3.373 0.346 -1.481
C -2.189 -0.376 -1.219
C -1.089 0.259 -0.615
C -1.102 1.647 -0.315
C -0.061 2.283 0.562
C 0.640 2.605 1.527
C 1.520 3.060 2.539
C 2.274 1.964 3.185
C 3.222 2.171 4.208
C 4.092 1.163 4.632
C 3.823 -0.169 4.295
C 2.847 -0.450 3.336
C 2.178 0.623 2.715
C -2.275 2.356 -0.612
C -3.376 1.726 -1.215
H -4.252 -0.152 -1.913
H -2.151 -1.446 -1.402
H -0.220 -0.327 -0.298
H 1.246 3.946 3.137
H 3.345 3.131 4.669
H 4.964 1.405 5.253
H 4.389 -0.990 4.759
H 2.614 -1.493 3.073
H 1.545 0.423 1.855
H -2.324 3.398 -0.279
H -4.270 2.306 -1.409
F 9.515 6.160 0.371
C 8.386 5.333 0.695
C 8.956 3.939 1.048
C 10.249 3.844 1.566
C 10.770 2.595 1.915
C 9.960 1.452 1.845
C 8.681 1.535 1.288
C 8.214 2.770 0.806
C 7.659 6.098 1.805
C 7.621 5.604 3.113
C 6.689 6.161 4.002
C 5.967 7.300 3.632
C 6.181 7.909 2.389
C 7.078 7.332 1.488
C 7.565 5.318 -0.649
C 8.388 4.805 -1.867
C 7.427 3.999 -2.730
C 6.044 4.222 -2.136
N 6.281 4.622 -0.748
C 5.213 4.775 0.157
C 3.893 5.066 -0.331
C 2.788 4.796 0.497
N 2.910 4.306 1.767
C 4.184 4.320 2.274
C 5.344 4.387 1.513
H 10.852 4.747 1.698
H 11.806 2.525 2.246
H 10.346 0.479 2.173
H 8.032 0.661 1.194
H 7.271 2.838 0.263
H 8.224 4.736 3.393
H 6.547 5.698 4.983
H 5.266 7.758 4.333
H 5.686 8.844 2.110
H 7.301 7.812 0.525
H 7.339 6.379 -0.870
H 8.761 5.678 -2.422
H 9.260 4.224 -1.545
H 7.483 4.306 -3.776
H 7.661 2.931 -2.694
H 5.551 5.052 -2.647
H 5.400 3.338 -2.200
H 3.707 5.422 -1.352
H 1.756 4.949 0.109
H 4.324 4.154 3.346
H 6.291 4.001 1.906
```

Calculated values
strongest force on any atom = 5.0 eV/Å
multiplicity = 4
gap between HOMO and LUMO (alpha / beta) = 0.21536 / 0.18315 Eh
total charge = +2
calculated total energy = -82240.2814 eV
expectation value of S² = 3.81

Charges in e, computed with Mulliken, in the same order as the atoms: -0.25 0.38 -0.14 0.48 -0.29 0.41 -0.26 -0.61 -0.60 -0.03 1.09 -0.81 -0.31 -0.01 0.03 0.05 -0.84 -0.45 -0.71 -0.33 -0.52 -0.55 0.50 0.54 0.53 0.23 0.87 0.41 0.39 0.39 0.33 0.56 0.54 -0.46 2.66 -0.05 -0.63 -0.69 -0.59 -1.18 0.42 -0.85 0.01 -0.76 -0.55 -0.82 -0.45 -0.62 -0.85 -0.69 -0.81 0.15 1.10 -1.12 -0.63 -0.06 -1.44 0.56 0.46 0.44 0.41 0.45 0.43 0.44 0.51 0.45 0.44 0.57 0.85 0.44 0.28 0.32 0.32 0.51 0.41 0.46 0.43 0.55 0.14